Entry 1:
Below is a gas-phase ion, C3H7N2 (charge +1) in a non-equilibrium geometry, with properties calculated with ωB97M-V/def2-TZVPD.

Geometry as XYZ:
```
12
Properties=species:S:1:pos:R:3:forces:R:3
C -1.27607 0.95485 -0.03272 -0.177 1.464 -0.248
C -0.36331 0.51432 -1.12104 1.294 1.531 1.379
C 1.16810 -1.21130 -0.22246 -0.003 -1.479 1.781
N 0.61311 0.09428 -0.22387 0.893 -0.068 -0.689
N -1.09927 1.61178 1.04797 0.120 -1.627 -1.046
H -0.79905 -0.10808 -1.79804 -1.173 -2.288 -1.814
H -0.04155 1.40045 -1.71327 -0.357 0.085 0.674
H 1.13003 -2.01052 -1.05329 0.004 1.916 0.719
H 2.15911 -0.94837 0.22287 -0.143 -0.882 -0.839
H 0.73364 -1.74995 0.68673 0.263 0.449 -0.797
H -1.92388 1.96824 1.42874 -1.711 0.880 1.014
H -0.30906 1.62449 1.66828 0.990 0.018 -0.136
```
Forces are in eV/Å.

Computed properties:
E_LUMO (alpha / beta) (eV): -5.781 / -6.380
Net charge: +1
ΔE to the lowest compared entry with this formula, charge and spin (kcal/mol): 115.5
HOMO level (alpha / beta) (eV): -15.09 / -14.35

These are the Mulliken partial charges, in e, on atoms 1 to 6:
1 C 0.08
2 C -0.09
3 C -0.76
4 N -0.30
5 N -0.15
6 H 0.35

Entry 2:
Below is 11 unconnected molecules or ions with the total composition C49H128F6N9O14S2 in a non-equilibrium geometry, with properties calculated with ωB97M-V/def2-TZVPD.

Geometry as XYZ:
```
208
Properties=species:S:1:pos:R:3:forces:R:3
C -12.77371 -15.70530 8.05661 0.341 0.055 -1.253
C -13.73767 -15.89612 6.82190 0.697 0.880 1.783
C -15.14504 -15.29198 7.08770 -0.066 0.278 -0.035
O -15.17087 -13.87248 6.86703 0.415 -1.957 -0.438
C -16.44713 -13.26565 7.10349 0.233 1.240 -0.760
N -13.12321 -15.27047 5.52167 -1.118 -0.327 1.998
H -12.16260 -15.56989 5.43406 0.334 -0.032 -0.305
H -13.69302 -15.48526 4.71589 -0.033 -0.276 -0.418
H -13.19127 -14.27317 5.66613 0.145 0.761 -0.015
H -11.77096 -16.05178 7.80648 0.067 -0.374 -0.082
H -13.12467 -16.31830 8.88676 -0.170 0.119 -0.149
H -12.58779 -14.68715 8.39852 -0.680 0.165 -0.129
H -13.76367 -16.97202 6.64914 -0.375 0.146 -0.218
H -15.51375 -15.43262 8.10376 0.669 -0.515 0.352
H -15.82818 -15.91001 6.50508 -0.528 0.635 -0.684
H -16.65768 -13.02509 8.14556 0.248 -0.418 0.140
H -17.29747 -13.76248 6.63639 0.210 -0.437 0.048
H -16.30674 -12.32529 6.57048 -0.430 0.164 0.213
C -0.94620 -9.24901 2.14861 0.338 -0.013 -0.146
C -2.25319 -8.51170 1.87054 0.711 1.060 0.494
C -2.19118 -7.27519 0.91709 0.075 -1.698 1.334
O -3.40719 -6.59665 0.99157 -0.189 -0.034 -0.518
C -3.22956 -5.23780 0.52166 0.851 -0.606 -0.204
N -3.26442 -9.51672 1.32118 0.267 -0.249 0.943
H -3.03485 -9.75911 0.36796 -0.223 0.319 -0.674
H -3.22824 -10.40445 1.80152 0.667 -0.509 0.597
H -4.23693 -9.28635 1.46702 -0.415 0.967 -0.584
H -0.56600 -9.85893 1.32913 -0.216 -0.122 -0.122
H -1.05177 -9.85396 3.04916 -0.102 -0.272 -0.161
H -0.11984 -8.57930 2.38674 -0.264 0.373 -0.085
H -2.57027 -8.15422 2.85021 -0.731 -0.159 -0.181
H -1.90393 -7.74845 -0.02186 -0.237 0.642 -0.922
H -1.37039 -6.63436 1.23919 0.197 -0.088 0.080
H -2.38905 -4.84492 1.09376 -0.354 0.618 0.280
H -4.14791 -4.65438 0.58779 0.181 -0.318 0.208
H -2.84868 -5.27763 -0.49885 -0.381 0.127 -0.286
C -12.11446 -19.17769 18.83125 -0.361 0.787 -1.306
C -11.96107 -18.68746 17.35572 -0.194 -1.150 -0.349
C -10.58251 -18.99756 16.68738 1.130 0.490 -0.160
O -10.56599 -18.92998 15.24830 -1.370 -0.139 0.013
C -9.38029 -19.34576 14.57275 0.484 -0.452 -0.147
N -12.94093 -19.51584 16.47960 0.537 -0.143 -1.125
H -12.35933 -19.82622 15.71442 0.725 -0.371 -0.736
H -13.37927 -20.36767 16.79950 -0.277 -0.088 0.976
H -13.60857 -18.97649 15.94719 -0.691 0.526 0.463
H -11.88562 -20.23807 18.93777 0.359 0.145 0.046
H -13.17286 -19.05169 19.05931 0.000 0.042 0.272
H -11.55418 -18.52793 19.50357 0.123 -0.303 -0.023
H -12.37406 -17.69113 17.19802 0.689 0.193 0.271
H -10.28287 -19.99823 16.99877 -0.019 -0.244 0.108
H -9.78794 -18.31609 16.99131 -0.275 0.146 0.725
H -9.53579 -19.46814 13.50086 -0.769 0.387 0.068
H -9.03802 -20.34032 14.85875 -0.038 -0.029 0.615
H -8.54857 -18.64509 14.64616 -0.124 0.198 0.500
C 6.18780 -24.54733 5.61780 0.642 -2.204 -0.691
C 5.66540 -23.56632 6.54840 0.397 3.672 0.043
C 4.35030 -23.72682 7.28911 -0.903 -0.965 1.910
O 3.20717 -24.00315 6.57025 -0.433 -0.348 -1.652
C 2.81173 -23.03682 5.60592 -0.133 -0.196 -0.601
N 6.85524 -23.19029 7.56522 -1.499 -0.586 -0.572
H 7.71652 -23.60622 7.24076 0.369 -0.387 -0.106
H 7.03782 -22.20175 7.66299 -0.242 0.530 -0.086
H 6.62003 -23.55796 8.47604 0.169 -0.240 0.510
H 6.61439 -25.36038 6.20523 -0.114 -0.559 -0.273
H 6.97604 -24.20710 4.94622 0.047 0.490 0.248
H 5.43522 -24.94905 4.93930 -0.245 -0.050 0.338
H 5.57367 -22.62535 6.00593 -0.048 0.190 -0.050
H 4.03315 -22.89738 7.92121 1.100 0.826 0.151
H 4.34141 -24.57379 7.97516 0.727 -0.245 0.190
H 2.50553 -22.07378 6.01446 0.197 0.052 0.378
H 1.95348 -23.44858 5.07490 0.044 -0.074 0.169
H 3.58613 -22.88656 4.85371 0.101 0.157 -0.025
C 1.98580 -20.74620 -4.81119 -0.519 1.160 -1.221
N 0.74453 -19.83463 -5.09356 -0.075 -0.244 0.719
C 1.07389 -18.95047 -6.31813 -0.323 -1.020 0.387
C -0.45304 -20.71945 -5.51113 1.365 -0.480 0.004
C 0.47363 -19.03771 -3.74833 -1.032 -0.043 -1.760
C 0.04436 -19.87920 -2.50598 0.414 1.187 -0.866
O -1.25341 -20.43186 -2.70842 0.653 0.007 -0.379
H 2.80317 -20.13219 -4.43302 -0.290 0.195 0.219
H 2.30097 -21.02891 -5.81560 -0.026 -0.751 0.318
H 1.77942 -21.56119 -4.11743 -0.275 0.124 -0.370
H 0.18270 -18.51362 -6.76873 -0.133 0.517 0.869
H 1.32428 -19.65964 -7.10711 0.653 -0.009 0.187
H 1.88493 -18.25398 -6.10554 -0.230 -0.074 -0.001
H -0.53545 -21.47276 -4.72765 -0.496 0.213 -0.214
H -0.17048 -21.20246 -6.44652 0.370 -0.175 0.127
H -1.38367 -20.22176 -5.78379 0.251 0.593 0.836
H -0.31943 -18.34853 -4.03847 -0.420 -0.212 0.191
H 1.31838 -18.35462 -3.65955 0.382 -0.605 0.589
H 0.03603 -19.14483 -1.70054 0.016 0.018 0.125
H 0.83808 -20.58722 -2.26762 -0.282 -0.428 0.047
H -1.72897 -20.51688 -1.87883 0.192 0.071 0.194
C 3.22085 -14.85050 14.56064 0.311 0.702 0.234
N 3.29757 -14.96866 13.04606 -1.030 0.024 0.120
C 1.98769 -14.42058 12.46748 -0.155 -1.611 0.952
C 4.39764 -14.07014 12.48779 -0.510 -0.920 0.437
C 3.57032 -16.47397 12.68251 -0.102 1.186 -1.066
C 2.42444 -17.50143 12.65921 0.220 0.638 0.717
O 1.64438 -17.42659 13.83839 0.064 -0.016 -0.334
H 2.36521 -15.32735 15.03876 -0.111 -0.273 -0.788
H 3.15760 -13.78844 14.79752 0.116 -0.002 -0.055
H 4.10730 -15.26204 15.04330 0.156 0.058 -0.389
H 1.84188 -13.35172 12.62360 0.600 -0.085 -0.052
H 1.25594 -14.94273 13.08391 -0.423 0.100 -0.434
H 1.88986 -14.72056 11.42414 0.148 0.197 0.079
H 5.33386 -14.51669 12.82273 0.143 0.522 -0.172
H 4.19914 -13.06112 12.84915 0.342 -0.182 0.250
H 4.29576 -14.04366 11.40288 0.183 -0.283 0.070
H 4.44930 -16.70966 13.28246 -0.328 -0.326 0.126
H 3.87759 -16.41676 11.63828 0.342 -0.032 -0.014
H 2.86544 -18.49426 12.57034 0.464 0.006 -0.007
H 1.79320 -17.39933 11.77647 0.014 0.455 -0.145
H 0.95201 -18.07407 13.68675 -0.346 -0.045 0.517
C -3.69172 -27.73704 6.41405 -2.042 -0.092 -0.316
N -5.16219 -27.29178 6.53051 -0.218 0.125 -0.513
C -5.94633 -27.63988 5.14850 0.947 1.925 1.396
C -5.83886 -28.02033 7.68303 -0.367 1.474 -0.742
C -5.13573 -25.73500 6.84260 -0.808 -1.119 -0.332
C -6.46963 -25.16525 7.38576 0.126 0.902 -0.925
O -7.62501 -25.56953 6.65254 0.438 -1.006 -0.174
H -3.23387 -27.71977 7.40308 0.002 0.115 -0.202
H -3.24423 -27.05279 5.69318 0.311 -0.389 0.088
H -3.83152 -28.75564 6.05208 0.878 0.035 -0.070
H -7.00981 -27.46724 5.31374 0.226 -0.198 0.236
H -5.72453 -28.61987 4.72598 0.267 0.038 0.594
H -5.58471 -26.83262 4.51157 -0.066 -0.338 -0.347
H -5.96373 -29.08704 7.49692 0.707 0.076 0.136
H -6.84487 -27.60134 7.70468 -0.012 -0.113 0.195
H -5.30169 -27.67663 8.56701 -0.068 -0.776 0.176
H -4.75026 -25.18944 5.98128 -0.660 -0.427 -0.635
H -4.31058 -25.52497 7.52311 -0.300 -0.551 0.662
H -6.41691 -24.10305 7.14689 0.590 0.296 0.729
H -6.59880 -25.31654 8.45745 0.130 -0.144 -0.018
H -8.35965 -25.00044 6.89346 -0.001 0.051 0.096
C -12.42337 -25.59342 0.92458 0.542 0.531 0.337
N -13.33215 -24.37870 0.79323 -0.268 -1.145 0.018
C -14.61773 -24.93115 0.14820 0.370 0.720 -0.198
C -13.76001 -23.81341 2.15457 1.395 -0.321 -0.844
C -12.58774 -23.30109 -0.04652 1.124 -0.439 1.556
C -11.12617 -22.98646 0.45968 0.080 0.024 -0.736
O -11.15008 -22.27304 1.68845 -0.498 -0.336 -0.339
H -11.51212 -25.27678 1.43199 -0.210 -0.108 0.112
H -12.12509 -25.95733 -0.05863 -0.299 0.184 -0.111
H -12.87872 -26.41891 1.47169 -0.296 0.366 0.018
H -15.41712 -24.20534 0.29752 0.152 0.083 -0.392
H -14.93456 -25.85246 0.63698 0.380 0.106 0.217
H -14.41656 -25.15857 -0.89866 -0.121 0.229 0.047
H -14.40438 -24.56297 2.61396 -0.078 0.421 0.054
H -14.18131 -22.82676 1.96187 -0.474 -0.359 0.143
H -12.84020 -23.64729 2.71534 -0.178 -0.149 0.149
H -13.13174 -22.36994 0.11201 -0.215 -0.154 -0.523
H -12.53795 -23.65921 -1.07481 -0.237 0.183 0.089
H -10.61059 -22.44846 -0.33583 -0.726 1.001 -0.292
H -10.37296 -23.77434 0.46302 -0.690 -1.027 0.580
H -10.27388 -21.92594 1.87120 0.139 0.066 -0.001
C -9.49997 -7.71069 -3.69941 -0.627 0.034 0.340
C -8.86177 -8.61908 -4.74329 -0.529 -1.128 -0.314
C -9.71331 -9.91519 -5.20803 0.966 1.291 -0.293
C -9.74043 -10.99441 -4.16448 -1.027 0.757 0.183
N -10.42679 -12.29477 -4.58904 1.017 -0.018 0.363
C -10.65897 -13.14956 -3.36874 -0.617 0.691 0.297
C -9.32761 -13.79419 -3.03519 0.437 -0.545 1.873
C -8.59393 -14.00371 -4.30187 0.762 -0.277 -1.560
C -9.39737 -13.17886 -5.28093 -0.895 0.345 -1.920
C -11.74246 -12.16986 -5.46574 0.317 0.683 2.598
C -12.81316 -11.36333 -4.64500 0.113 0.975 -1.532
C -14.05086 -11.09547 -5.49592 -0.612 -0.959 -0.251
H -8.97064 -6.75796 -3.71369 -0.252 0.078 -0.038
H -9.50671 -8.02351 -2.65528 0.541 -0.539 0.029
H -10.56654 -7.55407 -3.86067 -0.007 0.347 -0.531
H -7.87280 -8.88492 -4.36998 0.101 -0.393 -0.205
H -8.69216 -8.00697 -5.62909 -0.073 -0.204 -0.105
H -9.38874 -10.32131 -6.16605 0.410 0.330 -0.134
H -10.72706 -9.54785 -5.36763 -0.046 -0.033 -0.068
H -10.33778 -10.48182 -3.41048 -0.059 -0.850 0.678
H -8.75930 -11.23893 -3.75739 -0.070 -0.150 -0.140
H -11.45932 -13.80828 -3.70583 0.242 -0.510 0.471
H -11.02332 -12.53519 -2.54539 -0.171 -0.025 -0.171
H -9.42492 -14.71299 -2.45687 -0.440 -0.099 -0.158
H -8.67309 -13.21557 -2.38333 -0.534 0.627 0.140
H -8.56184 -15.04149 -4.63367 -0.484 -0.043 -0.040
H -7.53139 -13.76280 -4.33485 -0.099 0.537 0.522
H -10.04205 -13.86577 -5.82923 0.300 0.095 -0.477
H -8.85069 -12.52886 -5.96412 0.068 -0.326 -0.090
H -11.98284 -13.22243 -5.61547 -0.329 0.214 -0.277
H -11.51329 -11.65576 -6.39916 0.145 -0.154 0.133
H -12.46318 -10.33926 -4.51498 0.677 -0.219 0.672
H -13.19530 -11.76799 -3.70782 0.700 -0.322 0.035
H -14.75628 -10.41558 -5.01819 0.163 -0.100 0.249
H -14.53777 -12.06580 -5.59320 -0.455 0.159 -0.462
H -13.86737 -10.67104 -6.48299 0.291 -0.167 -0.004
C 4.52791 -16.26995 4.32501 1.274 -1.798 -1.870
F 5.01448 -15.04433 4.57790 -0.633 -1.041 0.804
F 5.31118 -17.27400 4.94417 -0.986 1.958 -0.279
F 3.27053 -16.45395 4.75657 0.700 0.645 0.483
S 4.56459 -16.55504 2.42801 1.777 -0.889 -2.489
O 3.41237 -15.74137 2.03472 0.356 -0.757 0.539
O 5.84923 -16.06620 1.84373 -2.076 -0.448 1.946
O 4.46482 -18.03653 2.25434 -0.602 2.157 0.930
C -4.02453 -17.34494 6.35563 -0.384 1.829 -3.236
F -5.13238 -17.32728 7.09644 0.534 0.389 0.596
F -3.25428 -16.22362 6.50108 -0.742 -0.581 0.973
F -3.30291 -18.37711 6.67290 0.601 -0.961 0.607
S -4.55160 -17.34661 4.46586 -3.320 -1.379 -0.325
O -4.12495 -18.67316 4.03461 0.935 0.617 0.101
O -6.04890 -17.35107 4.55429 1.819 0.680 0.330
O -4.02320 -16.18130 3.77342 0.316 -0.641 0.916
```
Forces are in eV/Å.

Computed properties:
E_LUMO (eV): -9.364
Net charge: +7
HOMO level (eV): -13.87

These are the Mulliken partial charges, in e, on atoms 1 to 6:
1 C -1.35
2 C 0.12
3 C -0.64
4 O -0.36
5 C -0.77
6 N -0.28